1.
65
Properties=species:S:1:pos:R:3:forces:R:3:mulliken_charge:R:1 method="wB97M-V/def2-TZVPD" de_lowest_kcal_mol=0.0 homo_lumo_gap_ev=5.243 total_energy_ha=-1708.88613 spin_multiplicity=1 total_charge=+1
C 4.435 0.664 3.852 0.56 0.35 -0.06 -0.846
N 3.059 0.196 3.860 -1.65 1.81 -0.34 0.175
C 1.984 1.017 3.762 1.46 -1.09 0.32 -1.074
C 0.789 0.250 3.832 -1.18 -0.32 -0.10 0.719
C -0.502 0.762 3.831 1.51 0.07 0.22 -0.382
C -1.722 -0.004 3.808 -1.44 -0.79 -0.07 0.585
C -1.968 -1.034 2.862 0.26 0.24 0.29 -0.607
C -3.160 -1.757 2.877 0.01 0.17 0.21 -0.472
C -4.130 -1.496 3.859 0.39 0.27 0.02 -0.407
C -3.913 -0.473 4.797 0.02 -0.15 -0.15 -0.644
C -2.744 0.280 4.751 0.47 0.19 -0.34 -0.340
C 1.225 -1.146 3.998 0.88 -0.07 -0.07 0.832
C 0.575 -2.344 4.236 0.00 -0.59 0.04 0.014
C 1.329 -3.524 4.384 0.08 0.46 -0.04 -0.872
C 2.735 -3.498 4.326 -0.10 0.52 -0.10 -0.652
C 3.416 -2.279 4.144 -0.28 -0.19 -0.01 -0.918
C 2.641 -1.136 3.988 -0.69 -0.48 0.20 0.264
H 5.095 -0.201 3.943 -0.08 0.32 -0.04 0.268
H 4.656 1.207 2.922 -0.12 -0.35 0.21 0.341
H 4.619 1.360 4.684 -0.15 -0.40 -0.16 0.343
H 2.110 2.090 3.657 -0.05 -0.18 -0.01 0.597
H -0.584 1.845 3.933 -0.12 -0.04 -0.08 0.395
H -1.199 -1.246 2.116 -0.28 0.03 0.14 0.549
H -3.329 -2.538 2.129 0.06 0.33 0.30 0.410
H -5.051 -2.082 3.891 0.31 0.22 -0.03 0.404
H -4.663 -0.256 5.563 0.28 -0.10 -0.33 0.397
H -2.562 1.092 5.458 -0.22 -0.25 -0.11 0.430
H -0.509 -2.342 4.302 0.28 -0.31 0.00 0.415
H 0.814 -4.475 4.546 0.20 0.39 -0.04 0.410
H 3.294 -4.431 4.430 -0.16 0.40 -0.02 0.393
H 4.503 -2.197 4.118 -0.31 -0.33 0.07 0.260
C 2.117 6.068 -2.386 -0.11 -0.10 0.09 -0.421
C 2.348 4.885 -1.671 -0.06 0.15 0.00 -0.590
C 1.281 4.199 -1.099 -0.35 0.44 -0.30 -0.144
C -0.034 4.688 -1.242 0.50 -0.07 -0.01 0.052
P -1.339 3.714 -0.396 -0.06 0.51 -0.24 -0.350
C -1.225 4.450 1.276 -0.16 -0.01 0.36 0.863
C -2.111 3.921 2.236 0.48 0.26 -0.05 -0.766
C -2.135 4.443 3.524 0.10 0.08 0.02 -0.593
C -1.280 5.502 3.865 0.01 -0.07 -0.03 -0.588
C -0.406 6.032 2.914 -0.11 -0.15 0.05 -0.741
C -0.377 5.511 1.620 -0.24 -0.16 0.19 -0.007
C -2.809 4.621 -1.018 -0.31 -0.01 -0.31 0.012
C -3.283 4.223 -2.285 -0.07 0.28 0.48 -0.182
C -4.365 4.879 -2.863 0.00 0.15 0.09 -0.615
C -4.981 5.943 -2.191 0.15 -0.10 0.06 -0.426
C -4.505 6.352 -0.942 0.07 -0.16 -0.13 -0.702
C -3.418 5.697 -0.357 -0.08 -0.17 -0.29 0.190
C -0.257 5.878 -1.950 0.28 -0.17 0.08 0.068
C 0.818 6.563 -2.522 0.09 -0.20 0.10 -0.711
H 2.954 6.607 -2.831 -0.21 -0.16 0.10 0.383
H 3.360 4.495 -1.554 -0.24 0.17 -0.09 0.364
H 1.452 3.288 -0.522 -0.02 0.15 -0.21 0.366
H -2.790 3.113 1.955 0.17 0.16 0.07 0.453
H -2.827 4.025 4.258 0.17 0.22 -0.14 0.466
H -1.307 5.917 4.872 0.01 -0.09 -0.23 0.411
H 0.256 6.863 3.164 -0.24 -0.22 0.02 0.430
H 0.288 5.954 0.878 -0.17 -0.18 0.18 0.321
H -2.780 3.411 -2.813 -0.19 0.14 0.13 0.346
H -4.725 4.560 -3.843 0.06 0.14 0.28 0.381
H -5.827 6.458 -2.645 0.21 -0.15 0.12 0.381
H -4.970 7.184 -0.411 0.08 -0.22 -0.23 0.389
H -3.044 6.044 0.607 -0.11 -0.15 -0.24 0.311
H -1.263 6.288 -2.048 0.26 -0.19 0.01 0.280
H 0.625 7.487 -3.070 0.15 -0.26 0.15 0.386

---

2.
79
Properties=species:S:1:pos:R:3:forces:R:3:mulliken_charge:R:1 method="wB97M-V/def2-TZVPD" de_lowest_kcal_mol=3.0 homo_lumo_gap_ev="7.510 / 5.855" total_energy_ha=-4378.58031 spin_multiplicity=8
Gd 0.982 0.094 0.264 -1.62 0.25 0.08 -0.373
O 2.815 -4.482 -2.887 -0.44 -0.37 -0.37 -0.597
C 1.563 -4.745 -2.547 0.09 0.18 -0.25 0.330
O 0.878 -5.536 -3.150 0.01 -0.14 0.07 -0.639
C 0.989 -3.949 -1.429 -0.01 -0.14 0.02 0.585
C -0.312 -4.099 -0.994 -0.02 0.08 -0.02 -0.598
N -0.530 -3.141 -0.082 -0.03 0.00 0.02 -0.035
N 0.546 -2.376 0.114 0.09 -0.29 0.03 -0.170
C 1.485 -2.860 -0.685 0.00 -0.04 -0.01 0.164
C 2.786 -2.108 -0.776 0.05 0.15 0.21 0.638
O 3.675 -2.564 -1.507 0.11 0.26 -0.01 -0.868
O 2.838 -1.026 -0.114 1.16 -1.22 -0.36 -0.383
H 3.179 -3.717 -2.353 0.34 0.04 0.35 0.356
H -1.060 -4.812 -1.294 -0.02 0.00 0.01 0.564
H -1.379 -2.933 0.423 0.05 0.01 -0.01 0.167
Cl 0.903 2.797 0.885 0.02 0.79 0.03 -0.122
C -0.798 3.234 0.831 -0.02 -0.10 0.10 1.002
C -1.136 4.361 1.557 0.01 -0.02 0.02 -0.936
C -2.454 4.778 1.578 0.00 -0.01 -0.04 -0.374
C -3.406 4.051 0.884 -0.02 0.01 0.02 -0.807
C -3.039 2.920 0.176 -0.01 0.00 0.01 0.276
Cl -4.297 2.057 -0.654 0.03 0.01 -0.01 -0.233
C -1.713 2.459 0.105 -0.01 -0.09 0.08 0.247
S -1.298 1.058 -0.856 -0.22 0.22 -0.15 -0.331
H -0.372 4.890 2.106 0.00 -0.01 0.00 0.444
H -2.736 5.659 2.137 -0.01 0.00 0.01 0.408
H -4.445 4.351 0.890 0.00 -0.01 -0.01 0.418
O 0.747 -0.620 -2.144 0.08 0.12 -0.31 -0.562
C 1.396 0.422 -2.469 0.04 -0.16 -0.12 0.823
O 1.895 1.231 -1.682 0.28 0.32 -0.59 -0.668
C 1.578 0.634 -3.977 0.07 0.00 -0.01 -0.096
N 0.841 -0.519 -4.629 0.04 0.00 0.13 -0.015
C 1.848 -1.386 -5.335 0.05 -0.03 -0.04 -0.694
C 3.151 -1.057 -4.623 -0.03 0.03 0.04 0.084
C 3.035 0.453 -4.402 0.01 0.00 -0.05 -0.914
H 1.142 1.591 -4.256 -0.05 -0.04 -0.06 0.382
H 0.067 -0.229 -5.219 0.04 0.02 0.00 0.370
H 0.468 -1.005 -3.772 -0.04 0.02 -0.05 0.244
H 1.879 -1.078 -6.380 -0.03 0.00 0.00 0.370
H 1.538 -2.427 -5.273 0.00 0.00 0.04 0.401
H 4.014 -1.339 -5.222 0.00 0.01 -0.01 0.492
H 3.217 -1.584 -3.669 0.01 0.02 -0.04 -0.274
H 3.229 0.992 -5.331 0.00 0.02 0.01 0.394
H 3.703 0.834 -3.634 0.00 -0.01 0.01 0.429
O -0.180 -0.077 2.019 -0.28 -0.01 0.86 0.419
Si 0.059 0.064 3.607 0.22 0.04 -0.01 -0.668
C -0.840 -1.268 4.564 -0.12 0.01 0.06 0.094
C -1.102 -2.498 3.958 0.03 -0.01 0.04 -0.221
C -1.728 -3.524 4.651 0.00 0.01 0.00 -0.557
C -2.107 -3.334 5.973 0.01 0.00 0.00 -0.428
C -1.858 -2.120 6.596 0.01 0.00 -0.02 -0.728
C -1.231 -1.097 5.894 -0.01 -0.04 -0.04 -0.071
C 1.913 -0.147 3.926 0.03 0.00 -0.06 0.272
C 2.424 -0.655 5.122 0.00 -0.01 -0.01 -0.316
C 3.788 -0.839 5.305 -0.01 0.01 -0.01 -0.772
C 4.679 -0.528 4.287 0.00 -0.01 -0.01 -0.529
C 4.203 -0.021 3.087 -0.01 -0.02 0.03 -1.024
C 2.838 0.165 2.929 0.00 0.06 0.18 0.690
C -0.441 1.750 4.266 -0.02 0.07 -0.02 0.655
C -1.786 2.071 4.478 -0.01 0.00 -0.04 -0.237
C -2.171 3.337 4.894 0.02 -0.02 0.00 -0.774
C -1.211 4.316 5.112 0.02 -0.01 0.01 -0.430
C 0.130 4.022 4.909 -0.01 -0.02 0.00 -0.777
C 0.507 2.752 4.489 -0.05 0.00 0.08 -0.064
H -0.794 -2.650 2.929 0.00 0.00 -0.01 0.284
H -1.919 -4.473 4.165 0.00 0.00 0.00 0.406
H -2.597 -4.132 6.517 0.00 0.00 0.00 0.369
H -2.154 -1.968 7.626 0.00 0.00 0.00 0.392
H -1.052 -0.148 6.388 0.00 0.01 0.01 0.413
H 1.742 -0.925 5.921 0.00 -0.01 0.00 0.392
H 4.157 -1.236 6.243 0.00 -0.01 0.00 0.405
H 5.741 -0.687 4.424 0.00 0.01 0.01 0.374
H 4.882 0.218 2.279 0.00 0.00 0.00 0.483
H 2.503 0.614 1.998 0.21 0.10 0.20 0.067
H -2.548 1.315 4.317 0.00 0.00 -0.02 0.442
H -3.219 3.561 5.049 -0.01 0.00 0.00 0.406
H -1.507 5.303 5.443 0.00 0.01 0.00 0.391
H 0.885 4.780 5.082 0.00 0.00 0.01 0.418
H 1.561 2.534 4.349 0.00 0.00 -0.02 0.328

---

3.
76
Properties=species:S:1:pos:R:3:forces:R:3:mulliken_charge:R:1 method="wB97M-V/def2-TZVPD" de_lowest_kcal_mol=65.2 homo_lumo_gap_ev="2.720 / 3.903" total_energy_ha=-7730.32554 spin_multiplicity=1 total_charge=+3
Ta 0.133 -1.629 -0.982 2.21 -1.83 1.70 0.599
Cl 5.697 -5.716 0.733 -0.65 1.64 0.11 -0.119
C 4.785 -4.322 0.105 0.67 -0.91 -0.11 0.090
C 3.698 -3.726 0.814 1.30 -0.87 -1.49 -0.456
C 2.776 -3.021 0.063 -0.10 -0.49 -0.29 -0.193
N 1.497 -2.541 0.577 0.07 0.55 -2.84 0.028
C 1.368 -1.388 1.208 -0.80 0.37 -0.40 1.042
O 0.696 -0.480 0.538 -0.63 0.09 0.15 -0.184
C 1.629 -1.140 2.577 2.49 1.32 1.49 -0.258
C 2.950 -1.161 3.068 -0.27 -1.32 -0.08 -0.679
C 3.114 -0.847 4.413 0.29 0.18 -0.08 -0.592
C 2.030 -0.563 5.214 0.36 0.05 1.01 -0.689
C 0.801 -0.748 4.608 -1.94 0.60 1.83 -0.222
N 0.573 -0.811 3.329 0.07 -1.37 -1.57 -0.049
C 2.946 -2.876 -1.341 0.65 -0.77 0.28 0.580
C 4.100 -3.381 -1.996 -1.31 1.29 -0.80 -1.086
C 5.092 -3.997 -1.243 -0.89 0.87 0.01 0.094
Cl 6.610 -4.111 -2.023 -0.03 -0.78 0.44 -0.108
N 1.886 -2.222 -2.009 -1.73 0.50 0.82 0.137
C 1.948 -1.781 -3.339 2.90 -0.39 -1.13 0.613
O 2.893 -1.871 -4.131 -2.36 -0.10 1.86 -0.601
C 0.773 -0.991 -3.695 -2.09 1.90 -0.94 0.438
C 0.581 -0.535 -4.997 0.62 -0.70 0.90 -0.627
C -0.359 0.459 -5.235 -0.92 0.11 0.57 -0.362
C -1.325 0.816 -4.239 0.19 -1.11 -2.03 -1.064
C -1.195 0.238 -3.004 0.73 0.42 0.86 0.167
N -0.104 -0.572 -2.682 0.28 -0.10 -1.90 0.134
H 3.658 -3.870 1.874 -0.42 -0.29 0.30 0.787
H 3.831 -1.577 2.530 -0.96 0.67 0.10 0.509
H 4.093 -0.930 4.825 0.61 0.31 0.29 0.501
H 2.109 -0.251 6.300 -0.05 -0.76 -1.47 0.432
H -0.117 -0.888 5.194 0.43 0.73 0.16 0.460
H 4.148 -3.175 -3.116 0.47 -0.50 1.90 0.535
H 1.197 -1.031 -5.751 -0.03 0.72 0.02 0.535
H -0.397 0.940 -6.203 -0.16 -0.13 -0.11 0.490
H -2.254 1.282 -4.642 0.95 0.25 1.08 0.492
H -1.827 0.505 -2.156 -0.07 -0.15 -0.40 0.468
C -2.656 -1.130 2.060 1.81 1.34 0.58 -0.829
Se -2.282 -0.979 0.084 -1.53 -0.72 0.47 0.110
C -3.563 -2.427 -0.637 0.19 2.21 1.05 -0.924
C -3.103 -3.802 -0.425 2.65 -1.05 -0.20 -0.685
Se -1.226 -3.903 -1.511 -0.76 -0.33 0.90 0.135
C -0.322 -5.289 -0.427 -0.06 -0.58 0.66 -0.878
H -3.544 -1.702 2.285 -0.29 -0.16 -0.44 0.516
H -2.721 -0.073 2.491 0.05 -1.47 -0.88 0.359
H -1.734 -1.608 2.440 -0.69 0.29 0.13 0.190
H -3.541 -2.140 -1.683 -0.77 -0.10 -0.12 0.444
H -4.469 -2.108 -0.060 0.41 -0.62 -0.95 0.530
H -3.592 -4.579 -0.997 -0.58 0.04 0.00 0.512
H -2.862 -4.161 0.597 -0.23 0.47 -0.60 0.412
H -0.132 -4.853 0.572 0.25 -0.21 -0.67 0.261
H 0.593 -5.681 -0.936 -0.83 0.57 0.37 0.371
H -1.057 -6.115 -0.274 0.50 0.60 -0.46 0.438
Te -0.572 3.885 -1.539 -0.39 0.17 0.47 0.335
C 0.189 3.689 0.430 0.93 1.32 -0.83 -0.077
C 1.221 4.540 0.818 0.52 -0.55 0.78 -0.442
C 1.667 4.545 2.171 0.11 1.06 -2.11 -0.637
C 1.045 3.798 3.137 0.27 -0.41 -0.33 -0.590
C -0.020 3.023 2.721 -0.50 -1.58 0.95 -0.498
C -0.394 2.920 1.378 -1.71 -0.83 1.36 0.533
C -2.336 5.003 -1.020 0.85 0.32 0.04 0.238
C -3.374 4.372 -0.317 1.10 -0.80 -0.34 0.076
C -4.616 4.939 -0.310 -0.23 0.85 0.67 -0.661
C -4.770 6.221 -0.815 0.68 -0.02 -0.33 -0.469
C -3.678 6.917 -1.300 -0.18 1.25 -0.49 -0.392
C -2.435 6.350 -1.449 0.20 -1.75 0.40 -0.513
H 1.736 5.093 0.043 0.04 0.32 0.34 0.435
H 2.483 5.219 2.367 0.25 -0.05 0.36 0.398
H 1.470 3.719 4.136 -0.43 0.30 -0.07 0.423
H -0.502 2.391 3.505 0.15 0.51 -0.90 0.344
H -1.270 2.326 1.091 0.34 -0.04 0.30 -0.042
H -3.206 3.438 0.252 -0.04 0.44 -0.74 0.152
H -5.389 4.450 0.244 -0.58 -0.15 -0.01 0.405
H -5.685 6.749 -0.856 -1.04 0.11 0.30 0.433
H -3.800 7.961 -1.612 -0.08 -0.42 0.15 0.357
H -1.587 6.912 -1.841 -0.26 -0.30 -0.04 0.397